## 1
This record from the OMol25 dataset describes 13 unconnected molecules or ions with the total composition C26H78O13S13. The level of theory is the ωB97M-V functional and the def2-TZVPD basis.

Output
Highest occupied orbital energy ... -8.13 eV
Kohn-Sham gap ... 8.01 eV

Structure (ORCA input):
```
! wB97M-V def2-TZVPD RIJCOSX def2/J DEFGRID3
* xyz 0 1
C 3.112 -2.169 1.685
S 1.796 -3.488 1.537
O 2.386 -4.595 0.698
C 2.001 -4.122 3.338
H 3.448 -1.880 0.690
H 4.007 -2.513 2.203
H 2.715 -1.351 2.286
H 1.713 -3.245 3.916
H 3.001 -4.423 3.651
H 1.288 -4.937 3.471
C 2.876 -4.290 -2.358
S 3.745 -2.723 -2.668
O 4.415 -3.031 -3.930
C 2.303 -1.610 -3.140
H 1.997 -4.217 -1.717
H 3.505 -5.087 -1.962
H 2.454 -4.650 -3.296
H 1.402 -1.961 -2.639
H 2.225 -1.562 -4.226
H 2.534 -0.570 -2.911
C -1.068 -0.576 -4.722
S -0.175 -1.051 -6.284
O -0.586 -0.140 -7.437
C -1.074 -2.637 -6.462
H -2.102 -0.240 -4.798
H -0.478 0.297 -4.444
H -1.042 -1.273 -3.885
H -2.154 -2.493 -6.503
H -0.918 -3.101 -5.488
H -0.830 -3.349 -7.250
C -6.579 -1.660 1.189
S -5.792 -0.300 2.066
O -5.655 -0.737 3.493
C -4.233 -0.171 1.181
H -5.987 -2.570 1.288
H -6.849 -1.428 0.158
H -7.497 -1.805 1.759
H -4.449 0.233 0.192
H -3.798 -1.158 1.021
H -3.365 0.310 1.630
C 5.927 1.082 2.514
S 6.320 0.112 0.960
O 6.381 -1.366 1.274
C 4.757 0.547 0.127
H 4.943 0.829 2.909
H 5.915 2.164 2.384
H 6.665 0.854 3.284
H 3.851 0.388 0.711
H 4.826 0.005 -0.817
H 4.684 1.614 -0.082
C 0.582 0.565 5.421
S 1.537 -0.842 6.137
O 2.883 -0.812 5.356
C 1.869 -0.175 7.828
H -0.355 0.749 5.945
H 0.463 0.398 4.350
H 1.055 1.536 5.567
H 1.098 0.467 8.253
H 2.853 0.281 7.944
H 2.112 -1.033 8.454
C 2.756 3.064 1.367
S 2.074 4.458 2.382
O 1.775 5.571 1.384
C 0.466 3.624 2.866
H 3.047 3.218 0.328
H 2.154 2.155 1.328
H 3.582 2.621 1.924
H 0.726 2.862 3.601
H 0.007 3.163 1.992
H -0.193 4.363 3.322
C -4.210 -3.660 4.019
S -2.438 -3.293 3.450
O -2.453 -2.809 2.005
C -2.194 -1.814 4.528
H -4.139 -3.950 5.068
H -4.546 -4.499 3.409
H -4.967 -2.885 3.896
H -1.246 -1.319 4.320
H -2.145 -2.119 5.573
H -2.860 -0.983 4.297
C -2.880 5.679 -0.092
S -2.669 3.864 -0.253
O -3.390 3.137 0.885
C -3.722 3.646 -1.794
H -2.322 5.843 0.830
H -3.933 5.960 -0.094
H -2.421 6.289 -0.871
H -3.247 4.176 -2.620
H -4.777 3.820 -1.582
H -3.625 2.577 -1.983
C 0.835 4.253 -1.590
S 2.122 3.845 -2.883
O 3.415 4.591 -2.495
C 2.504 2.097 -2.401
H 1.042 3.834 -0.606
H -0.073 3.888 -2.070
H 0.824 5.341 -1.520
H 1.732 1.417 -2.759
H 2.501 2.072 -1.311
H 3.460 1.832 -2.853
C 0.024 3.259 -5.986
S -1.612 2.943 -5.195
O -1.300 2.396 -3.805
C -1.967 4.744 -5.075
H 0.648 4.003 -5.490
H -0.025 3.656 -7.000
H 0.574 2.319 -6.021
H -2.970 4.915 -4.685
H -1.906 5.239 -6.044
H -1.249 5.276 -4.450
C -0.958 0.824 -1.159
S -0.081 -0.465 -0.273
O 1.428 -0.329 -0.502
C -0.281 0.209 1.472
H -1.961 1.013 -0.777
H -0.992 0.666 -2.237
H -0.324 1.710 -1.135
H -0.057 -0.571 2.199
H -1.323 0.507 1.590
H 0.353 1.081 1.636
C -0.967 -6.380 -0.830
S -0.637 -4.841 -1.741
O -1.317 -5.202 -3.083
C -1.654 -3.604 -0.776
H -0.268 -7.169 -1.108
H -2.006 -6.694 -0.926
H -0.823 -6.383 0.250
H -2.294 -3.025 -1.442
H -1.066 -2.900 -0.187
H -2.218 -4.216 -0.072
*
```

=====

## 2
This record from the OMol25 dataset describes 13 unconnected molecules or ions with the total composition C26H78O13S13. The level of theory is the ωB97M-V functional and the def2-TZVPD basis.

Output
Highest occupied orbital energy ... -7.84 eV
Kohn-Sham gap ... 7.78 eV

Structure (ORCA input):
```
! wB97M-V def2-TZVPD RIJCOSX def2/J DEFGRID3
* xyz 0 1
C -0.561 1.938 -4.466
S 1.121 2.687 -4.736
O 1.054 4.203 -4.832
C 1.839 2.316 -3.108
H -0.450 0.855 -4.502
H -1.300 2.317 -5.169
H -0.802 2.039 -3.407
H 1.869 1.239 -2.946
H 1.439 2.845 -2.242
H 2.850 2.719 -3.037
C -1.722 3.943 3.021
S -1.587 5.506 3.922
O -0.800 6.489 3.018
C -3.273 6.124 3.619
H -0.700 3.561 3.004
H -2.059 3.966 1.984
H -2.369 3.276 3.592
H -4.051 5.611 4.187
H -3.519 5.964 2.570
H -3.350 7.151 3.972
C -3.095 -0.525 -5.058
S -4.289 -1.846 -5.327
O -5.231 -1.473 -6.447
C -3.097 -3.105 -6.005
H -2.442 -0.338 -5.912
H -2.507 -0.564 -4.140
H -3.632 0.420 -4.962
H -2.247 -3.230 -5.335
H -2.687 -2.788 -6.964
H -3.754 -3.971 -6.063
C 5.076 0.948 -0.735
S 3.459 0.918 0.155
O 2.634 0.047 -0.810
C 4.015 -0.185 1.454
H 5.280 -0.102 -0.949
H 5.848 1.563 -0.275
H 4.809 1.275 -1.741
H 5.025 0.075 1.770
H 3.940 -1.230 1.155
H 3.339 -0.026 2.296
C 1.289 -1.732 -3.047
S 0.896 -1.845 -4.897
O 1.048 -0.496 -5.575
C 2.443 -2.711 -5.404
H 2.267 -1.271 -2.908
H 1.227 -2.693 -2.537
H 0.579 -1.066 -2.553
H 3.258 -2.072 -5.068
H 2.374 -2.959 -6.461
H 2.403 -3.619 -4.800
C -1.023 -6.445 -1.134
S -0.356 -4.802 -1.769
O 0.726 -5.079 -2.822
C -1.838 -3.979 -2.453
H -0.363 -6.770 -0.331
H -1.042 -7.230 -1.889
H -2.018 -6.218 -0.752
H -2.554 -3.665 -1.693
H -2.367 -4.562 -3.206
H -1.428 -3.047 -2.842
C -4.699 2.371 1.824
S -4.530 0.754 2.662
O -3.171 0.765 3.283
C -5.705 1.109 4.047
H -5.719 2.608 1.517
H -4.222 2.342 0.843
H -4.218 3.155 2.407
H -6.706 0.780 3.770
H -5.712 2.182 4.233
H -5.286 0.491 4.840
C -0.113 5.083 -0.332
S -1.244 4.289 -1.585
O -2.649 4.361 -0.960
C -1.000 5.669 -2.729
H 0.936 5.012 -0.615
H -0.258 4.651 0.658
H -0.449 6.111 -0.187
H 0.046 5.903 -2.923
H -1.518 6.548 -2.343
H -1.432 5.439 -3.704
C 4.011 3.963 2.399
S 2.195 4.289 2.445
O 1.452 3.209 1.700
C 2.009 4.005 4.264
H 4.074 2.883 2.542
H 4.602 4.475 3.155
H 4.330 4.130 1.370
H 0.949 4.018 4.514
H 2.522 4.770 4.848
H 2.440 3.093 4.680
C -0.389 1.190 5.644
S 0.911 0.630 4.444
O 2.124 0.114 5.223
C 0.043 -0.837 3.765
H -0.365 2.270 5.788
H -0.315 0.686 6.608
H -1.387 0.959 5.270
H 0.517 -1.137 2.830
H -0.954 -0.537 3.437
H 0.008 -1.632 4.508
C -0.864 1.227 0.781
S -1.553 -0.163 -0.092
O -1.534 0.301 -1.555
C -0.227 -1.375 0.278
H -1.030 1.157 1.855
H -1.491 2.040 0.413
H 0.157 1.459 0.476
H -0.271 -2.283 -0.322
H -0.218 -1.663 1.329
H 0.754 -0.918 0.134
C 0.896 -6.497 2.457
S 0.534 -4.786 2.759
O -0.435 -4.327 1.702
C -0.636 -5.096 4.168
H 0.040 -7.169 2.504
H 1.517 -6.905 3.257
H 1.565 -6.545 1.598
H -0.789 -4.119 4.627
H -0.121 -5.599 4.987
H -1.536 -5.512 3.721
C 2.555 -3.637 0.219
S 3.899 -3.323 -1.005
O 5.174 -3.042 -0.165
C 3.997 -4.908 -1.922
H 2.225 -2.774 0.795
H 2.945 -4.298 0.997
H 1.716 -4.206 -0.183
H 4.619 -5.603 -1.359
H 4.351 -4.565 -2.894
H 3.037 -5.391 -2.113
*
```

=====

Order from most stable to least stable according to the calculation: 2, 1

=====

## 1
This record from the OMol25 dataset describes 2 unconnected molecules or ions with the total composition C4H9S. The level of theory is the ωB97M-V functional and the def2-TZVPD basis.

Output
Highest occupied orbital energy ... -2.14 eV
Kohn-Sham gap ... 5.82 eV

Structure (ORCA input):
```
! wB97M-V def2-TZVPD RIJCOSX def2/J DEFGRID3
* xyz -1 1
C -2.306 -1.838 0.545
S -2.949 -0.134 1.052
H -1.426 -2.046 1.218
H -3.211 -2.479 0.441
H -1.778 -1.652 -0.434
C 0.329 0.849 0.378
C 1.523 1.352 -0.386
C 2.599 0.665 -0.842
H -0.568 0.889 -0.276
H 0.396 -0.206 0.582
H -0.107 1.510 1.165
H 1.368 2.298 -0.911
H 3.306 1.266 -1.461
H 2.824 -0.473 -1.071
*
```

=====

## 2
This record from the OMol25 dataset describes 2 unconnected molecules or ions with the total composition C4H9S. The level of theory is the ωB97M-V functional and the def2-TZVPD basis.

Output
Highest occupied orbital energy ... -2.11 eV
Kohn-Sham gap ... 5.74 eV

Structure (ORCA input):
```
! wB97M-V def2-TZVPD RIJCOSX def2/J DEFGRID3
* xyz -1 1
C -1.402 -0.439 -2.741
S -2.231 1.140 -2.198
H -0.405 -0.410 -2.385
H -1.299 -0.524 -3.809
H -2.000 -1.250 -2.299
C 1.274 0.895 0.860
C 0.301 -0.133 1.343
C 0.501 -0.840 2.467
H 2.224 0.469 0.342
H 1.590 1.553 1.669
H 0.814 1.591 0.203
H -0.647 -0.193 0.785
H -0.379 -1.132 2.996
H 1.659 -0.726 2.768
*
```

=====

Order from most stable to least stable according to the calculation: 2, 1